[1]
DFT (wB97M-V/def2-TZVPD) results for a single C3H4N2O2 molecule.

As for the SMILES: [H]/N=C(\O)N=C=CO. As for the net charge: 0. Its max |F| is 0.011 hartree/bohr.

XYZ file:
```
11
Properties=species:S:1:pos:R:3:forces:R:3
O 2.92711 -0.00991 -0.92941 -0.1 0.2 -0.2
O -2.64142 0.48624 0.00983 0.1 0.1 0.1
N -1.31498 -0.76949 -1.41736 -0.2 0.3 0.3
N -0.37246 0.71793 0.17624 0.5 -0.2 0.0
C 1.96815 -0.27784 0.00860 -0.3 0.0 0.3
C -1.46121 0.06513 -0.48330 0.1 -0.3 -0.3
C 0.75906 0.22104 0.06437 -0.2 0.0 0.0
H 2.28920 -0.99207 0.75770 -0.1 0.1 0.0
H -2.22474 -1.08956 -1.74570 0.1 0.0 0.0
H -2.45409 1.15169 0.68890 0.0 -0.1 -0.1
H 2.55649 0.56061 -1.61515 0.1 -0.1 0.1
```
Positions in Å, forces in eV/Å.


[2]
DFT (wB97M-V/def2-TZVPD) results for a single C3H4N2O2 molecule in a non-equilibrium geometry.

As for the SMILES: CN(C#N)C(=O)O. As for the net charge: 0. Its max |F| is 0.052 hartree/bohr.

XYZ file:
```
11
Properties=species:S:1:pos:R:3:forces:R:3
O 1.50456 -1.65257 -0.47148 -1.4 -1.0 1.5
O -0.55937 -1.94964 0.43711 -0.1 0.0 0.6
N 2.39604 1.15427 -1.10569 0.3 0.2 -0.6
N 0.31628 0.13911 -0.09301 1.4 -0.1 -0.6
C 1.46722 0.58831 -0.74659 -1.9 1.0 1.5
C 0.47751 -1.22283 0.03149 1.1 -0.5 -2.4
C -0.85544 0.91506 0.24989 0.2 0.9 0.0
H -1.31358 -1.40358 0.71555 0.3 -0.1 -0.1
H -0.99301 0.97803 1.33856 0.1 0.0 -0.3
H -0.67685 1.92831 -0.13457 -0.3 -0.3 0.2
H -1.76336 0.52553 -0.22125 0.1 0.0 0.0
```
Positions in Å, forces in eV/Å.


[3]
DFT (wB97M-V/def2-TZVPD) results for a single C3H4N2O2 molecule in a non-equilibrium geometry.

As for the SMILES: O=c1[nH]ccn1O. As for the net charge: 0. Its max |F| is 0.068 hartree/bohr.

XYZ file:
```
11
Properties=species:S:1:pos:R:3:forces:R:3
O -0.95588 0.28860 -2.01307 1.4 -2.0 -0.8
O 1.61825 -1.07057 -1.24279 -2.2 0.8 0.9
N 0.95627 -0.35919 0.90331 0.5 -1.6 1.2
N -0.25592 0.34836 -0.79113 0.2 -1.2 -0.1
C -0.88288 0.72637 0.37752 -1.1 0.8 2.2
C 0.82295 -0.47583 -0.48591 2.2 -0.2 -0.3
C -0.13622 0.34327 1.48674 -0.5 -0.1 -3.5
H 1.47033 -1.13746 1.42199 -0.9 1.8 -1.2
H -0.23409 0.57169 2.53699 0.0 -0.1 -0.2
H -0.56191 -0.52617 -2.54988 -0.8 2.3 1.9
H -1.84089 1.29093 0.35624 1.1 -0.5 -0.1
```
Positions in Å, forces in eV/Å.


[4]
DFT (wB97M-V/def2-TZVPD) results for a single C3H4N2O2 molecule in a non-equilibrium geometry.

As for the SMILES: O=[N+]([O-])N1C=CC1. As for the net charge: 0. Its max |F| is 0.055 hartree/bohr.

XYZ file:
```
11
Properties=species:S:1:pos:R:3:forces:R:3
O -1.04252 -1.02427 -2.26255 0.4 0.0 0.2
O -1.73429 0.97824 -1.82977 0.6 0.0 0.1
N -1.10825 -0.01860 -1.62180 0.5 -0.2 2.8
N -0.50876 -0.11229 -0.08974 -2.2 1.0 -1.3
C 1.11339 -0.28735 1.13659 -1.4 -0.5 -0.2
C 0.25867 -1.14708 0.46821 1.6 1.9 -0.5
C 0.29362 0.92210 0.58524 2.4 0.0 0.7
H 1.84907 -0.26016 1.96821 -0.8 -0.6 -0.7
H -0.10280 1.51503 1.43828 -0.6 -0.4 -0.9
H 0.00950 -2.14320 0.19830 0.4 -0.9 0.4
H 0.97236 1.57758 0.00903 -0.8 -0.3 -0.4
```
Positions in Å, forces in eV/Å.


We obtain HOMO-LUMO gap values of 8.96; 10.53; 9.08; 9.12 eV for the records listed above, in that order.
We obtain LUMO level values of 0.0988; 0.0702; 0.7727; 0.1553 eV for the records listed above, in that order.
We obtain calculated total energy values of -376.64118; -376.67960; -376.64242; -376.48380 a.u. for the records listed above, in that order.